Record 1
{
  "formula": "C7H16ClN2",
  "method": "ωB97M-V/def2-TZVPD",
  "mol_weight_g_mol": 163.7,
  "gap_ev": 9.64,
  "total_energy_ev": -23012.6755,
  "homo_energy_ev": -12.8,
  "charge": 1,
  "symbols": ["C", "C", "C", "C", "C", "C", "C", "N", "N", "Cl", "H", "H", "H", "H", "H", "H", "H", "H", "H", "H", "H", "H", "H", "H", "H", "H"],
  "coordinates": [[0.5848, 0.3432, 0.9739], [-2.1378, 1.9045, -0.8259], [0.4499, -0.4659, -2.5444], [2.3701, -0.6501, 2.1982], [0.1245, -1.6059, 2.3519], [-0.8115, 1.2965, -0.7624], [-0.8633, 0.1508, -2.3087], [1.0049, -0.6216, 1.8158], [-0.4862, 0.3115, 0.2348], [-2.1616, -1.0508, -1.9693], [1.2304, 1.1447, 0.7584], [-3.0686, 1.2136, -0.6683], [-2.3141, 2.4439, -1.8507], [-2.1917, 2.5247, 0.0871], [0.4270, -1.3995, -1.9652], [1.3560, 0.1696, -2.4887], [0.5300, -0.8185, -3.6626], [2.8487, -1.4657, 1.6433], [2.9485, 0.2027, 1.9609], [2.3779, -0.5475, 3.2843], [0.1880, -2.5709, 1.6863], [0.4871, -1.8826, 3.4334], [-0.9187, -1.1967, 2.3028], [0.0372, 2.0635, -0.8337], [-0.9807, 1.0108, -3.0316], [-1.0309, -0.5044, 0.1806]]
}

Record 2
{
  "formula": "C7H16FIN",
  "method": "ωB97M-V/def2-TZVPD",
  "mol_weight_g_mol": 260.1,
  "gap_ev": 8.15,
  "total_energy_ev": -19815.7116,
  "homo_energy_ev": -13.5,
  "charge": 1,
  "symbols": ["C", "C", "C", "C", "C", "C", "C", "N", "F", "I", "H", "H", "H", "H", "H", "H", "H", "H", "H", "H", "H", "H", "H", "H", "H", "H"],
  "coordinates": [[-2.3994, 0.1119, 0.6369], [2.1484, -0.0671, 0.8954], [0.5403, 1.9209, 0.5391], [-0.0434, -1.8263, -0.1634], [0.7758, -0.0712, -1.7764], [-1.4530, 0.2078, -0.5982], [0.7829, 0.4549, 0.4814], [0.0156, -0.3359, -0.5038], [-0.0727, -0.3147, 2.3558], [-2.4796, -0.9520, -2.2850], [-3.2373, 0.7308, 0.6110], [-2.8182, -0.9133, 0.7351], [-1.7543, 0.1635, 1.5855], [2.4146, 0.4019, 1.8270], [2.8603, 0.0670, 0.0909], [1.9254, -1.1468, 1.1627], [-0.0013, 2.3089, -0.2570], [-0.1517, 2.2366, 1.4209], [1.3287, 2.5943, 0.7860], [-1.0136, -2.2829, -0.3635], [0.7689, -2.3746, -0.8128], [0.3257, -1.8679, 0.8717], [1.0697, -1.0661, -2.0753], [0.1115, 0.2713, -2.5499], [1.6383, 0.4907, -1.6319], [-1.2816, 1.2583, -0.9824]]
}

Record 3
{
  "formula": "C7H16N",
  "method": "ωB97M-V/def2-TZVPD",
  "multiplicity": 2,
  "mol_weight_g_mol": 114.2,
  "gap_ev": [9.85, 5.17],
  "total_energy_ev": -8987.0210,
  "homo_energy_ev": [-18.2, -18.2],
  "charge": 2,
  "symbols": ["C", "C", "C", "C", "H", "H", "H", "H", "H", "H", "H", "H", "H", "H", "C", "C", "C", "N", "H", "H", "H", "H", "H", "H"],
  "coordinates": [[-0.0662, -1.9344, 0.7815], [-0.7032, -0.8852, 1.6264], [-1.4700, 0.1368, 0.6942], [-1.8817, -1.3885, 2.5881], [0.4679, -2.6491, 1.4295], [-0.8264, -2.4467, 0.1850], [0.6894, -1.5457, 0.0975], [0.0589, -0.4002, 2.2389], [-1.9712, 0.8469, 1.3495], [-2.2101, -0.2639, 0.0091], [-0.6777, 0.6771, 0.1719], [-1.3998, -1.9172, 3.4179], [-2.5282, -0.5969, 2.9602], [-2.4901, -2.0609, 1.9799], [1.6271, 0.7345, -2.1752], [2.8759, 0.3132, -2.0672], [0.1597, 2.6227, -1.8554], [1.3028, 2.0662, -1.7594], [0.7917, 0.1826, -2.5859], [3.6475, 0.8846, -1.5748], [3.1676, -0.6576, -2.4316], [0.0381, 3.6289, -1.4684], [-0.6521, 2.0895, -2.3384], [2.0502, 2.5634, -1.2734]]
}

Record 4
{
  "formula": "C7H16N2",
  "method": "ωB97M-V/def2-TZVPD",
  "mol_weight_g_mol": 128.2,
  "gap_ev": [8.95, 7.75],
  "total_energy_ev": -10493.7394,
  "homo_energy_ev": [-8.7, -7.7],
  "charge": 0,
  "symbols": ["C", "C", "C", "N", "H", "H", "H", "H", "H", "H", "H", "H", "H", "C", "C", "C", "C", "N", "H", "H", "H", "H", "H", "H", "H"],
  "coordinates": [[-1.6731, 1.1256, 0.4601], [-1.4483, -0.8456, 1.7806], [-1.5721, 1.7352, -0.9322], [-1.3193, -0.2650, 0.4688], [-0.0264, -0.5241, -0.9656], [-1.0717, 1.7169, 1.1784], [-2.7128, 1.2150, 0.8237], [-1.0010, -1.8388, 1.7992], [-0.9952, -0.2479, 2.5879], [-2.5181, -0.9507, 2.0248], [-1.9431, 2.7620, -0.9351], [-2.1641, 1.1538, -1.6402], [-0.5366, 1.7414, -1.2772], [1.2224, -2.2428, -0.6152], [1.1322, -0.7244, -0.7654], [1.5298, 1.0338, 0.8721], [2.0523, -0.1516, -1.6900], [1.1116, -0.1258, 0.5800], [1.2130, -2.7166, -1.5977], [2.1366, -2.5262, -0.0912], [0.3579, -2.6007, -0.0588], [2.0192, 1.7293, 0.1925], [1.3034, 1.4038, 1.8706], [2.2234, 0.9130, -1.7556], [2.6803, -0.7697, -2.3147]]
}

Record 5
{
  "formula": "C7H16N2O",
  "method": "ωB97M-V/def2-TZVPD",
  "smiles": "C=C(C)[C@H](O)N(C)N(C)C",
  "mol_weight_g_mol": 144.2,
  "gap_ev": 8.86,
  "total_energy_ev": -12542.9308,
  "homo_energy_ev": -7.9,
  "charge": 0,
  "symbols": ["C", "C", "C", "N", "C", "C", "H", "H", "H", "H", "H", "H", "H", "H", "H", "H", "H", "C", "C", "O", "N", "H", "H", "H", "H", "H"],
  "coordinates": [[1.1203, -1.4898, 0.9085], [0.2359, 0.4639, 2.1425], [0.8961, 2.1608, -0.8143], [0.0306, -0.5640, 1.1400], [0.4183, 0.7480, -1.0731], [1.0975, 0.0499, -2.0290], [0.7659, -2.4844, 0.6201], [1.7568, -1.6428, 1.7860], [1.8209, -1.1529, 0.1447], [-0.6937, 0.9758, 2.4032], [0.9354, 1.2266, 1.7941], [0.6754, 0.0302, 3.0464], [1.6134, 2.1799, 0.0094], [0.1390, 2.9103, -0.5741], [1.4151, 2.5742, -1.6848], [2.0375, 0.4100, -2.4349], [0.7958, -0.9484, -2.3246], [-1.7068, -1.8489, -0.1348], [-1.0573, 0.4443, -0.7751], [-1.7912, 1.6075, -0.4397], [-1.2339, -0.5420, 0.2804], [-2.1668, 1.3979, 0.4302], [-1.5380, 0.0934, -1.6974], [-1.0640, -2.3235, -0.8838], [-2.7104, -1.7559, -0.5674], [-1.7919, -2.5201, 0.7273]]
}

Record 6
{
  "formula": "C7H16N2O",
  "method": "ωB97M-V/def2-TZVPD",
  "smiles": "[H]/N=C(\\C)ON.CC=C(C)C",
  "mol_weight_g_mol": 144.2,
  "gap_ev": 9.88,
  "total_energy_ev": -12543.8708,
  "homo_energy_ev": -9.0,
  "charge": 0,
  "symbols": ["C", "C", "N", "O", "N", "H", "H", "H", "H", "H", "H", "C", "C", "C", "C", "C", "H", "H", "H", "H", "H", "H", "H", "H", "H", "H"],
  "coordinates": [[-2.1045, 0.8319, -0.3723], [-1.8315, -0.6003, -0.7207], [-2.8232, -2.7565, -0.4743], [-2.6708, -1.4294, -0.0011], [-1.1417, -1.0915, -1.6580], [-2.6596, -2.7271, -1.4843], [-2.0624, -3.3055, -0.0698], [-0.3056, -0.5771, -1.9046], [-2.3278, 1.4267, -1.2556], [-2.9382, 0.8951, 0.3210], [-1.2228, 1.2728, 0.0865], [1.3064, -1.3774, 0.8524], [2.0718, 0.3639, -0.8259], [1.2257, 2.4963, 1.0743], [1.3555, 0.0703, 0.4632], [0.9797, 1.0365, 1.3083], [0.5697, 0.7692, 2.2736], [2.3135, -1.7921, 0.9018], [0.7537, -1.9437, 0.1023], [0.8363, -1.5096, 1.8244], [2.0727, -0.5103, -1.4732], [1.6193, 1.2086, -1.3429], [3.1133, 0.6265, -0.6340], [2.2933, 2.7057, 0.9954], [0.7707, 2.8196, 0.1368], [0.8067, 3.0973, 1.8767]]
}

Record 7
{
  "formula": "C7H16N3P",
  "method": "ωB97M-V/def2-TZVPD",
  "mol_weight_g_mol": 173.2,
  "gap_ev": [7.51, 7.15],
  "total_energy_ev": -21255.1106,
  "homo_energy_ev": [-15.7, -15.8],
  "charge": 2,
  "symbols": ["C", "C", "C", "C", "C", "C", "C", "N", "N", "N", "P", "H", "H", "H", "H", "H", "H", "H", "H", "H", "H", "H", "H", "H", "H", "H", "H"],
  "coordinates": [[4.2326, 0.4708, -0.5303], [3.7642, 1.4420, -1.4341], [1.6299, 0.8677, -0.7234], [-3.0820, -0.2288, -0.3442], [-1.6418, -2.0588, -0.5532], [0.4047, 0.5363, 0.0428], [-0.7154, 0.0963, -0.9730], [3.4668, -0.0692, 0.3514], [2.4138, 1.6435, -1.3937], [-1.6903, -0.6767, -0.2199], [3.0466, -0.6246, 1.8176], [5.3506, 0.4150, -0.4558], [4.4744, 2.0847, -2.0136], [-3.6725, -1.0560, 0.0973], [-3.3765, 0.6769, 0.2127], [-3.4651, -0.1688, -1.3862], [-1.7682, -2.1558, -1.6611], [-0.6282, -2.3147, -0.3315], [-2.3106, -2.7272, 0.1097], [0.7676, -0.2435, 0.7631], [0.1067, 1.3599, 0.7650], [-0.3226, -0.6169, -1.6044], [-1.2010, 0.8431, -1.4365], [2.2060, 2.5187, -1.7735], [-1.5784, -0.5678, 0.7164], [3.3622, 0.3450, 2.6794], [4.0496, -1.5473, 2.1167]]
}

Record 8
{
  "formula": "C7H16N4O3",
  "method": "ωB97M-V/def2-TZVPD",
  "smiles": "COC(=[NH+][C@@]1(N)CC(=[NH2+])N1OC)OC",
  "mol_weight_g_mol": 204.2,
  "gap_ev": 11.61,
  "total_energy_ev": -19603.4677,
  "homo_energy_ev": -17.6,
  "charge": 2,
  "symbols": ["C", "C", "C", "C", "C", "C", "C", "N", "N", "N", "N", "O", "O", "O", "H", "H", "H", "H", "H", "H", "H", "H", "H", "H", "H", "H", "H", "H", "H", "H"],
  "coordinates": [[-0.6057, -1.4655, -1.3601], [0.8410, 0.0355, -1.0734], [0.8941, -1.4978, -1.3495], [0.6633, 0.1278, 1.3991], [1.6905, 1.9202, 2.6288], [-0.6460, -1.4284, 2.6366], [-2.1820, 1.5211, -1.7510], [-0.6738, -0.1754, -1.0878], [1.2022, 0.5202, 0.2457], [1.4343, 0.8466, -2.0142], [-1.5241, -2.3606, -1.5527], [0.8762, 0.7424, 2.5075], [-0.0668, -0.9338, 1.4064], [-1.7328, 0.6134, -0.7384], [1.3197, -2.0932, -0.5440], [1.3766, -1.7747, -2.2859], [1.3518, 2.7093, 1.9564], [2.7423, 1.6815, 2.4622], [1.5588, 2.2480, 3.6597], [-0.0810, -1.1050, 3.5080], [-0.6273, -2.5145, 2.5577], [-1.6762, -1.0798, 2.7064], [-3.0411, 2.0147, -1.3011], [-2.4936, 0.9934, -2.6540], [-1.4223, 2.2659, -1.9922], [1.8645, 1.2902, 0.2444], [1.5030, 0.5068, -2.9605], [1.2517, 1.8382, -1.9750], [-1.2873, -3.3174, -1.7877], [-2.5102, -2.1291, -1.4915]]
}

Record 9
{
  "formula": "C7H16NOS",
  "method": "ωB97M-V/def2-TZVPD",
  "smiles": "C=C([NH3+])S[C@@](C)(O)C(C)C",
  "mol_weight_g_mol": 162.3,
  "gap_ev": 10.16,
  "total_energy_ev": -21882.5670,
  "homo_energy_ev": -13.4,
  "charge": 1,
  "symbols": ["C", "C", "C", "C", "C", "C", "C", "N", "O", "S", "H", "H", "H", "H", "H", "H", "H", "H", "H", "H", "H", "H", "H", "H", "H", "H"],
  "coordinates": [[1.6372, -1.7627, 2.2858], [1.5942, -0.6105, 1.6271], [-0.8646, -0.1374, -2.0870], [-2.0034, -0.8128, 0.1976], [-0.9433, 2.1111, 0.0185], [-0.7985, -0.4426, -0.5670], [-0.0794, 0.8624, 0.0933], [2.7897, -0.0294, 0.9564], [1.1196, 1.1453, -0.6270], [0.3397, 0.6608, 1.8372], [0.7329, -1.9080, 2.9216], [2.6561, -2.2122, 2.2148], [-1.9316, 0.2805, -2.2374], [-0.7580, -1.1344, -2.5874], [-0.0465, 0.5920, -2.4544], [-1.7830, -1.5851, 0.9884], [-2.3641, 0.1508, 0.5751], [-2.9021, -1.2979, -0.2573], [-0.4314, 3.0373, 0.3987], [-1.8885, 1.9975, 0.5844], [-1.1617, 2.3565, -1.1358], [0.0003, -1.2551, -0.4680], [2.2160, 0.1936, 0.0649], [3.5586, -0.6298, 0.5845], [3.0185, 0.7659, 1.4314], [1.1277, 2.0548, -0.8332]]
}

Record 10
{
  "formula": "C7H16O",
  "method": "ωB97M-V/def2-TZVPD",
  "smiles": "C=CCCCCC.O",
  "mol_weight_g_mol": 116.2,
  "gap_ev": 10.09,
  "total_energy_ev": -9563.2354,
  "homo_energy_ev": -9.2,
  "charge": 0,
  "symbols": ["C", "C", "C", "C", "C", "C", "C", "H", "H", "H", "H", "H", "H", "H", "H", "H", "H", "H", "H", "H", "H", "H", "H", "O"],
  "coordinates": [[-1.7200, -0.9368, 2.0292], [-0.4561, -0.2858, 1.4252], [-0.3091, -0.3904, -0.0992], [-1.0059, 0.7981, -1.0879], [-0.0945, 2.0511, -1.1782], [1.2405, 1.5656, -1.3023], [1.7528, 0.8675, -2.3377], [-2.5221, -0.1988, 2.1541], [-2.0768, -1.6332, 1.3164], [-1.3719, -1.4681, 2.9474], [0.3458, -0.8997, 1.8988], [-0.3388, 0.7156, 1.8321], [-0.6558, -1.3649, -0.2766], [0.7535, -0.3279, -0.4244], [-0.9622, 0.2492, -2.1168], [-1.9294, 1.2339, -0.6483], [-0.4783, 2.4397, -2.1472], [-0.3566, 2.7136, -0.3480], [1.8519, 1.7847, -0.5388], [1.3912, 0.4080, -3.1920], [2.8231, 0.5982, -2.1628], [0.9771, -2.8663, 0.7377], [1.4396, -2.3040, 2.1455], [1.7019, -2.7495, 1.3737]]
}

Record 11
{
  "formula": "C7H16O2",
  "method": "ωB97M-V/def2-TZVPD",
  "smiles": "CCC(C)(C)C(C)(O)O",
  "mol_weight_g_mol": 132.2,
  "gap_ev": 10.97,
  "total_energy_ev": -11613.8090,
  "homo_energy_ev": -10.3,
  "charge": 0,
  "symbols": ["C", "C", "C", "C", "C", "C", "C", "O", "O", "H", "H", "H", "H", "H", "H", "H", "H", "H", "H", "H", "H", "H", "H", "H", "H"],
  "coordinates": [[0.6811, 0.6707, -1.0045], [-0.3879, 0.0011, -0.0618], [0.2303, -1.2330, 0.6668], [1.8654, 1.3151, -0.2744], [-1.5885, -0.4796, -0.9194], [-0.9282, 1.0241, 0.9598], [-0.6378, -1.8828, 1.7407], [0.0567, 1.6879, -1.7740], [1.1560, -0.2979, -1.9289], [0.7080, 1.9631, -2.4376], [2.1101, -0.1748, -2.0488], [1.1735, -0.9530, 1.1480], [0.4819, -2.0018, -0.0750], [2.4507, 0.5864, 0.2922], [1.5442, 2.1223, 0.3908], [2.5537, 1.7707, -0.9973], [-2.0304, 0.3431, -1.4921], [-2.3911, -0.8943, -0.3012], [-1.2857, -1.2561, -1.6306], [-0.1661, 1.2936, 1.6984], [-1.7882, 0.6272, 1.5108], [-1.2634, 1.9436, 0.4678], [-0.7206, -1.2390, 2.6219], [-0.1804, -2.8231, 2.0666], [-1.6434, -2.1137, 1.3818]]
}

Record 12
{
  "formula": "C7H16O2",
  "method": "ωB97M-V/def2-TZVPD",
  "smiles": "C/C=C(\\C)CCCO.O",
  "mol_weight_g_mol": 132.2,
  "gap_ev": 9.81,
  "total_energy_ev": -11613.0207,
  "homo_energy_ev": -9.0,
  "charge": 0,
  "symbols": ["C", "O", "C", "C", "C", "C", "C", "C", "H", "H", "H", "H", "H", "H", "H", "H", "H", "H", "H", "H", "H", "H", "H", "H", "O"],
  "coordinates": [[1.6263, 0.7778, 0.7525], [1.8351, 1.6552, -0.3683], [0.4381, 1.1869, 1.6068], [-0.9423, 1.0429, 0.9329], [-1.2567, -0.3827, 0.5318], [-1.1246, -0.7869, -0.7283], [-1.4117, -2.1696, -1.1905], [-1.6876, -1.2970, 1.6468], [2.5535, 0.8570, 1.3190], [1.4899, -0.2371, 0.3724], [1.0238, 2.0957, -0.5828], [0.5931, 2.2238, 1.9226], [0.4224, 0.6050, 2.5330], [-1.6887, 1.4032, 1.6429], [-1.0091, 1.7014, 0.0590], [-0.8020, -0.0893, -1.4907], [-0.9693, -2.3790, -2.1668], [-1.0431, -2.9532, -0.5241], [-2.4847, -2.3500, -1.3231], [-2.5693, -1.8715, 1.3553], [-0.9092, -2.0387, 1.8541], [-1.8891, -0.7558, 2.5691], [1.8577, 0.6438, -1.9111], [2.4999, -0.6019, -2.6366], [1.8056, 0.0675, -2.7094]]
}